No. 1
{"formula": "C5H7N2O", "method": "ωB97M-V/def2-TZVPD", "species": ["C", "C", "C", "C", "C", "N", "N", "O", "H", "H", "H", "H", "H", "H", "H"], "xyz": [[0.0606, -0.4655, -0.1735], [2.3325, -0.7302, -0.0415], [-3.2952, -1.1584, -0.2261], [0.5388, 0.8967, -0.2645], [2.1088, 0.7173, -0.4816], [-2.5888, -0.2166, -0.0923], [1.0546, -1.2837, 0.0138], [3.3399, -1.3663, 0.0812], [-4.2327, -0.7444, -0.4454], [-3.1870, -2.2481, -0.4853], [-0.0201, 1.5268, -0.9660], [0.2581, 1.4253, 0.8086], [2.7744, 1.3105, 0.0531], [2.5225, 0.9508, -1.5391], [0.9575, -2.2402, 0.1950]], "mulliken_charge": [0.03, 0.37, -0.08, -0.33, -0.48, -0.20, 0.08, -0.45, 0.31, 0.26, 0.37, 0.30, 0.32, 0.29, 0.19], "lumo_energy_ev": [-7.04, -5.28], "e_homo_ev": [-13.8, -14.8], "max_force_ha_per_bohr": 0.09576, "e_above_lowest_kcal_mol": 116.2, "charge": 1}


No. 2
{"formula": "C5H10BNO", "method": "ωB97M-V/def2-TZVPD", "species": ["B", "C", "C", "C", "C", "C", "N", "O", "H", "H", "H", "H", "H", "H", "H", "H", "H", "H"], "xyz": [[1.5442, -0.0407, -0.2231], [-2.3202, 0.2867, 0.5535], [-2.0290, 1.3195, -0.2265], [-1.3551, -0.8349, 0.6849], [-0.6432, 1.3664, -0.8052], [1.8966, -1.4478, 0.3216], [0.2560, 0.3981, -0.2352], [2.5710, 0.7442, -0.6590], [-3.3282, 0.1952, 0.9742], [-2.7741, 2.1564, -0.3840], [-0.6872, -0.9793, 1.5088], [-1.5939, -1.5836, -0.0439], [-0.7518, 0.9323, -1.9005], [-0.1186, 2.3737, -0.7196], [2.2802, -1.2791, 1.3723], [2.6657, -1.8938, -0.2144], [0.9743, -2.1319, 0.4167], [3.4133, 0.4187, -0.4207]], "mulliken_charge": [0.51, -0.32, -0.44, -0.60, -0.31, -0.98, -0.33, -0.63, 0.35, 0.33, 0.43, 0.29, 0.21, 0.32, 0.34, 0.36, 0.20, 0.28], "lumo_energy_ev": [0.12, 0.12], "e_homo_ev": [-8.6, -8.6], "max_force_ha_per_bohr": 0.10528, "e_above_lowest_kcal_mol": 66.5, "charge": 0}


No. 3
{"formula": "C15H26F6NO3P2Ti", "method": "ωB97M-V/def2-TZVPD", "species": ["Ti", "P", "C", "C", "N", "C", "C", "C", "C", "C", "P", "H", "H", "H", "H", "H", "H", "H", "H", "O", "H", "H", "O", "H", "C", "H", "H", "H", "C", "H", "H", "H", "C", "H", "H", "H", "C", "H", "H", "H", "C", "C", "O", "C", "F", "F", "F", "C", "F", "F", "F", "H", "H", "H"], "xyz": [[0.2502, 0.3749, -0.2027], [2.3390, -0.9601, 0.0838], [2.5019, -1.1158, -1.7422], [1.1968, -1.6226, -2.3345], [0.0514, -1.1289, -1.7918], [-1.1410, -1.5198, -2.3090], [-1.2106, -2.4769, -3.3145], [-0.0447, -3.0074, -3.8516], [1.1742, -2.5440, -3.3715], [-2.4000, -0.8746, -1.7822], [-2.0824, 0.7578, -1.0129], [2.1252, -2.8949, -3.7719], [-2.1975, -2.7702, -3.6707], [-0.0860, -3.7661, -4.6307], [-3.1163, -0.7341, -2.6040], [-2.8879, -1.5190, -1.0317], [2.7657, -0.0965, -2.1418], [3.3290, -1.8158, -1.9306], [0.8245, 2.8818, -0.8256], [1.2548, 1.9123, -1.0629], [1.9558, 1.9155, -1.7433], [-0.2764, 3.2158, 0.7064], [-0.0852, 3.7215, -0.1221], [0.1335, 4.6216, 0.1727], [-2.5296, 1.9067, -2.3536], [-3.6149, 1.8714, -2.5304], [-2.2467, 2.9260, -2.0570], [-2.0014, 1.6397, -3.2775], [-3.4728, 0.9391, 0.1274], [-3.3348, 1.8578, 0.7122], [-4.4130, 1.0179, -0.4344], [-3.5246, 0.0835, 0.8121], [2.3565, -2.6601, 0.6926], [3.3479, -3.1121, 0.5594], [2.0982, -2.6425, 1.7598], [1.6089, -3.2637, 0.1651], [3.8902, -0.2012, 0.6101], [3.7466, 0.1774, 1.6330], [4.7039, -0.9402, 0.5996], [4.1425, 0.6425, -0.0482], [-1.8115, 0.6959, 3.3053], [-0.3580, 0.6138, 2.9360], [-0.0856, 0.4976, 1.5537], [0.3500, 1.9140, 3.4254], [0.0798, 2.2406, 4.7149], [1.6915, 1.8947, 3.2576], [-0.1115, 2.9660, 2.6394], [0.2588, -0.6285, 3.6631], [-0.0437, -0.6769, 4.9914], [-0.2300, -1.7701, 3.0891], [1.6117, -0.6962, 3.5566], [-2.2621, 1.5770, 2.8334], [-1.8897, 0.7790, 4.3937], [-2.3306, -0.2033, 2.9556]], "mulliken_spin": [1.00, -0.01, -0.02, 0.00, -0.01, 0.00, 0.00, 0.00, 0.00, 0.00, 0.00, 0.00, 0.00, 0.00, 0.00, 0.00, 0.00, 0.00, 0.00, 0.00, 0.00, 0.00, 0.01, 0.00, 0.01, 0.00, 0.00, 0.00, 0.00, 0.00, 0.00, 0.00, 0.00, 0.00, 0.00, 0.00, 0.01, 0.00, 0.00, 0.00, 0.00, 0.00, -0.01, 0.00, 0.00, 0.00, 0.00, 0.00, 0.00, 0.00, 0.00, 0.00, 0.00, 0.00], "lumo_energy_ev": [-6.65, -6.55], "e_homo_ev": [-15.0, -15.7], "s2": 0.753, "max_force_ha_per_bohr": 0.03462, "e_above_lowest_kcal_mol": 0.0, "charge": 2, "multiplicity": 2}


No. 4
{"formula": "C10H18CoN4O", "method": "ωB97M-V/def2-TZVPD", "species": ["Co", "C", "C", "O", "N", "C", "C", "C", "C", "C", "C", "N", "H", "H", "H", "H", "H", "H", "H", "H", "H", "H", "N", "C", "C", "N", "H", "H", "H", "H", "H", "H", "H", "H"], "xyz": [[0.2613, 0.7983, -0.0434], [-1.7300, -1.1732, 3.4757], [-0.9252, -0.8864, 2.2102], [-1.0281, 0.1737, 1.5488], [-0.2578, -1.9385, 1.7506], [0.8589, -1.8112, 0.7687], [0.5187, -1.9523, -0.7013], [0.6458, -3.1995, -1.2957], [0.4803, -3.4100, -2.6407], [0.1825, -2.2487, -3.4119], [0.1047, -1.0429, -2.6677], [0.2626, -0.8788, -1.4011], [-1.0265, -1.1831, 4.3190], [-2.1157, -2.2324, 3.4930], [-2.4951, -0.4247, 3.6681], [-0.3266, -2.8049, 2.2341], [1.5747, -2.6145, 0.9613], [1.3363, -0.8082, 1.0342], [0.9452, -3.9598, -0.6014], [0.6615, -4.4018, -3.0293], [0.0141, -2.2107, -4.4408], [-0.0649, -0.1073, -3.1772], [-0.4411, 2.3277, -1.3413], [0.0974, 3.6178, -0.9040], [0.0716, 3.6642, 0.5735], [1.0453, 2.6043, 1.0436], [-0.3145, 2.1699, -2.3269], [-1.4532, 2.3035, -1.1861], [-0.4823, 4.5034, -1.2125], [1.1128, 3.6786, -1.3042], [-0.9189, 3.3998, 0.9753], [0.3774, 4.6462, 0.8236], [1.0477, 2.5005, 2.0672], [1.9810, 2.9010, 0.7384]], "mulliken_spin": [2.80, 0.01, 0.00, 0.05, 0.03, 0.08, 0.28, 0.07, 0.02, 0.26, 0.30, -0.03, 0.00, 0.00, 0.00, 0.00, 0.01, 0.00, 0.00, 0.01, 0.00, 0.01, 0.07, 0.00, -0.01, 0.05, 0.00, 0.00, 0.00, 0.00, 0.00, 0.00, 0.00, 0.00], "lumo_energy_ev": [-11.75, -15.87], "e_homo_ev": [-20.7, -21.2], "s2": 6.026, "max_force_ha_per_bohr": 0.06210, "charge": 3, "multiplicity": 5}